(1)
Density functional theory data (ωB97M-V with the def2-TZVPD basis set) for a molecular structure, C46H25F15GeN4SW.

Computed properties:
- energy above the lowest of the compared OMol25 structures with the same formula, charge and spin (eV) = 0.001
- 2S+1 = 3
- E_HOMO (alpha / beta) (eV) = -12.7 / -13.2
- charge = +2
- <S²> = 2.025

Geometry as XYZ:
```
93
Properties=species:S:1:pos:R:3:forces:R:3
W -0.46000 -0.05040 -0.33469 -0.20 0.12 -0.74
Ge -3.11336 1.52401 -3.03723 -0.13 0.00 -0.11
S -1.45192 1.80315 -1.58887 0.12 -0.26 0.30
F -3.30812 -1.13245 -1.37983 0.08 0.00 0.06
F -2.67411 -2.21404 -6.78191 -0.01 -0.01 -0.01
F -0.89960 -0.73637 -8.19769 0.00 0.00 -0.01
F -6.17660 1.93166 -3.51170 -0.01 0.00 0.01
F -4.48698 5.96182 -5.63125 0.01 0.00 -0.01
F -4.10532 3.40087 -0.87218 0.06 -0.03 0.00
F -5.42286 -2.43671 -0.39556 0.01 -0.03 0.04
F -0.11234 1.69270 -7.29234 0.04 0.00 0.01
F -3.60328 3.43968 -5.56743 0.01 -0.02 -0.01
F -8.28589 0.60572 -2.56492 -0.02 0.00 -0.02
F -4.98267 5.92896 -0.95694 0.00 0.00 0.01
F -3.69583 -1.26996 -4.49781 -0.01 -0.02 0.03
F -1.07271 2.62252 -4.95003 0.00 0.01 0.02
F -5.17951 7.22476 -3.33495 0.00 0.01 0.00
F -7.94426 -1.58012 -0.99452 -0.03 -0.03 0.01
N 1.69352 0.25317 -0.53771 0.19 0.09 0.05
N 0.32060 -1.31274 1.28844 0.09 -0.03 0.09
N -2.14660 0.13853 1.14609 -0.08 -0.03 -0.13
N 0.09497 1.51212 1.11226 0.03 -0.05 0.05
C -2.31719 -1.00920 -6.35172 0.01 0.00 0.02
C 0.44063 -2.65275 1.27396 0.02 -0.01 -0.01
C -4.54261 -0.63925 -1.64057 0.02 -0.13 0.08
C 3.51364 1.75051 -0.15379 0.00 -0.02 0.01
C -3.07884 -0.78791 1.42249 -0.02 0.00 -0.06
C -6.89732 -0.92250 -1.45513 0.02 0.06 -0.03
C 3.91659 -0.41029 -1.08902 -0.02 -0.01 -0.01
C 2.56107 -0.65535 -1.01458 0.00 0.01 -0.01
C -1.11909 2.30777 1.46018 0.02 0.01 0.02
C 0.61178 -0.56019 -3.43338 0.00 -0.02 0.01
C -4.72143 5.98762 -3.29640 0.00 -0.03 -0.01
C -4.65748 0.49785 -2.40347 -0.11 0.14 -0.04
C 0.62999 0.87244 2.36737 -0.02 0.02 0.01
C -1.40801 -0.25705 -7.07566 0.03 0.00 0.03
C 0.82453 -0.62401 2.32305 0.00 -0.03 0.03
C 1.12950 2.35566 0.45790 -0.04 0.06 0.00
C -7.06741 0.19803 -2.25469 0.04 -0.05 0.04
C -2.44822 0.73387 -4.67631 0.14 0.07 0.00
C -5.61588 -1.35147 -1.14915 0.00 0.07 -0.04
C -3.74471 3.35928 -3.21340 0.03 -0.01 0.06
C -2.25208 1.35493 1.71868 0.01 0.01 0.02
C -0.03513 -2.80098 -4.21460 -0.01 0.02 0.02
C -5.95356 0.88155 -2.72009 -0.04 0.00 0.06
C -0.10224 -0.83296 -2.23187 -0.03 0.08 0.15
C 1.47091 -1.38511 -5.56613 -0.05 0.01 -0.01
C -3.88949 4.04074 -4.40937 -0.01 0.03 -0.04
C -4.61640 5.32497 -2.08313 0.02 -0.02 -0.02
C 1.57605 -2.63875 3.36279 0.01 0.00 0.01
C 1.29526 0.65568 -3.67177 0.00 0.02 0.03
C 4.40202 0.81701 -0.66845 -0.01 0.01 0.01
C 1.46332 -1.25933 3.37488 -0.01 0.01 -0.02
C 0.67976 -1.58478 -4.40877 0.01 -0.05 -0.05
C 1.05181 -3.35011 2.29224 -0.01 0.01 -0.02
C -0.74864 -3.03043 -3.07545 0.03 0.00 0.02
C 2.05304 0.82031 -4.79829 -0.01 -0.01 -0.03
C -0.73763 -2.03460 -2.06931 -0.12 0.05 0.22
C -4.13844 4.02963 -2.06641 -0.07 0.07 -0.01
C -2.82514 -0.50338 -5.16750 0.01 -0.04 -0.06
C -0.99867 0.98286 -6.60607 0.01 -0.04 0.03
C -4.31893 0.75255 2.74334 -0.01 -0.01 0.01
C 2.17254 1.43319 -0.09436 0.00 0.00 -0.02
C -4.18150 -0.51836 2.20501 0.01 0.01 -0.01
C -4.36294 5.34079 -4.46859 0.00 -0.01 0.03
C -3.32687 1.69384 2.51611 0.02 -0.02 0.00
C -1.50954 1.44353 -5.41021 0.03 -0.02 -0.05
C 2.15710 -0.21761 -5.74831 -0.05 0.04 -0.01
H 1.55182 3.07879 1.15881 0.00 -0.03 0.02
H 2.13853 -1.58858 -1.35890 0.00 0.00 0.01
H 1.86472 -0.67595 4.19282 0.00 0.00 0.01
H 2.75955 -0.07384 -6.63488 0.01 0.00 -0.01
H -0.00054 -3.55297 -4.99315 0.00 0.00 -0.01
H 0.64101 2.89997 -0.35462 0.01 0.01 0.02
H 3.85504 2.71179 0.20500 0.00 0.01 0.00
H -1.29667 -2.25281 -1.14068 -0.01 0.02 -0.02
H 1.12048 -4.42679 2.23933 0.01 -0.01 0.00
H -0.91474 2.91996 2.34190 -0.02 0.02 -0.01
H 5.45823 1.04197 -0.72710 0.01 0.00 0.00
H -4.91401 -1.29232 2.38245 0.00 -0.01 0.00
H -0.07841 1.07888 3.17151 0.03 0.01 0.01
H 2.56380 1.75760 -4.97527 0.00 0.01 0.00
H -3.38164 2.68096 2.95435 0.00 0.01 0.00
H -2.93588 -1.76602 0.98483 -0.01 0.00 -0.04
H 0.04429 -3.16208 0.40557 -0.01 0.00 0.01
H 1.18842 1.46945 -2.96541 0.00 -0.01 0.02
H 4.57207 -1.17180 -1.48571 0.01 0.00 0.00
H 1.56724 1.35817 2.64453 0.00 -0.02 -0.01
H -1.36263 2.95962 0.62179 -0.01 -0.02 0.00
H -5.17651 1.00095 3.35410 0.00 0.00 0.00
H -1.29432 -3.95248 -2.93158 -0.01 0.00 0.00
H 1.52159 -2.17397 -6.30664 0.01 -0.01 0.00
H 2.06946 -3.15323 4.17618 0.00 0.00 0.00
```
Positions in Å, forces in eV/Å.

Mulliken atomic charge list, values in e, 2 entries:
1. W -0.68
2. Ge 1.87

***

(2)
Density functional theory data (ωB97M-V with the def2-TZVPD basis set) for a molecular structure, C8H12Ca2N3O10.

Computed properties:
- E_HOMO (eV) = -12.1
- charge = +1

Geometry as XYZ:
```
35
Properties=species:S:1:pos:R:3:forces:R:3
Ca -11.12687 -5.54445 -20.68868 -0.93 -0.58 1.00
Ca -11.33449 -6.51020 -17.02893 -0.24 -1.00 -1.26
O -14.76728 -6.21046 -19.07741 0.07 -0.70 0.26
O -13.01173 -6.76553 -20.17512 -0.04 -0.51 -0.44
O -8.33482 -8.62692 -19.31251 -0.99 0.80 -0.06
O -9.80969 -8.53709 -17.72434 0.26 0.40 0.60
O -10.07518 -7.29813 -19.39317 -0.40 2.03 -1.60
O -11.57442 -4.98400 -18.57626 0.62 0.04 -0.50
O -12.14576 -3.01533 -14.35770 -0.13 -1.01 0.38
O -12.79878 -2.71925 -16.43849 0.18 -1.30 -0.46
O -12.09771 -4.75437 -15.75425 -0.34 -0.40 0.04
O -13.34798 -7.61175 -18.22303 0.28 -0.07 0.76
N -13.74927 -6.89438 -19.14572 0.45 1.65 -0.64
N -13.86448 -3.85777 -20.47810 0.44 1.07 0.47
N -9.35055 -8.16030 -18.84120 0.53 -1.78 1.30
C -12.20939 -1.60607 -14.45968 0.28 0.87 -2.20
C -13.06448 -2.75238 -20.29661 0.28 -1.46 0.81
C -13.82661 -4.28626 -21.77771 -0.14 1.02 0.89
C -12.40410 -2.50509 -21.46680 -0.88 0.27 -0.21
C -12.86848 -1.43392 -15.84703 -1.47 1.60 0.53
C -14.34468 -0.95601 -15.73785 1.39 0.08 -0.10
C -12.36496 -3.59771 -15.55147 0.66 1.22 1.10
C -13.03405 -3.34932 -22.44425 1.46 -1.29 -0.16
H -12.76552 -1.03712 -13.72084 -0.01 -0.79 0.52
H -14.35643 -4.27360 -19.69953 -0.25 -0.48 -0.40
H -12.15335 -4.22199 -18.60695 0.01 0.09 0.36
H -12.71881 -3.34818 -23.47647 -0.35 -0.17 -0.10
H -14.75016 -0.66682 -16.70481 -0.13 -0.26 0.00
H -14.40716 -5.18139 -21.93484 0.04 0.17 -0.91
H -12.88987 -2.45338 -19.27346 -0.08 0.55 -0.16
H -12.25919 -0.76902 -16.45730 -0.24 0.04 -0.12
H -14.94689 -1.70873 -15.23163 -0.09 0.00 -0.11
H -11.20408 -1.19913 -14.58043 0.13 -0.23 0.69
H -11.64509 -1.75149 -21.59890 -0.17 0.10 -0.29
H -14.30871 -0.05727 -15.12098 -0.21 0.03 0.01
```
Positions in Å, forces in eV/Å.

natural (NBO) atomic charge list, values in e, 2 entries:
1. Ca 1.87
2. Ca 1.87

***

(3)
Density functional theory data (ωB97M-V with the def2-TZVPD basis set) for a molecular structure, C5H14AlNO2.

Computed properties:
- energy above the lowest of the compared OMol25 structures with the same formula, charge and spin (eV) = 0.607
- E_HOMO (eV) = -18.0
- charge = +2

Geometry as XYZ:
```
23
Properties=species:S:1:pos:R:3:forces:R:3
Al 1.26839 -1.89356 -1.84919 -0.76 1.50 1.74
O 2.31272 0.56698 -0.82402 0.10 0.05 0.20
O -0.83783 -0.28483 -1.22611 0.97 0.23 -1.46
N 0.70397 -1.55208 0.65509 0.84 0.63 0.67
C -1.01801 0.11188 0.09186 -0.18 -1.25 1.57
C -0.98469 -1.09658 2.40849 0.81 0.79 0.58
C -1.22507 0.70967 -2.18704 -1.21 -0.50 -0.69
C -0.68614 -1.15280 0.89881 -1.41 -0.73 0.63
C 2.31218 1.89287 -0.70268 -1.86 -0.68 0.25
H -2.04254 0.42144 0.31275 -0.09 -0.08 -0.25
H -1.24334 0.23830 -3.17041 0.57 0.02 0.01
H -1.30143 -2.03015 0.66859 -0.12 0.46 -1.08
H -0.62393 1.61745 -2.17799 0.13 -0.09 0.19
H -2.28653 0.93227 -2.05316 0.13 0.36 0.38
H -0.41617 -0.32443 2.93733 -0.06 0.16 -0.15
H 0.91480 -2.29691 1.32691 0.13 -0.51 -0.66
H 1.34972 2.32631 -0.41906 -0.15 -0.11 -0.20
H 3.07440 2.27927 0.00559 0.97 -0.18 -0.35
H -2.04266 -0.91551 2.59916 -0.01 -0.04 -0.22
H -0.70819 -2.02821 2.90544 -0.15 -0.14 -0.21
H 1.23491 -0.78264 1.07763 0.39 -0.12 -0.57
H -0.37229 0.93829 0.41209 0.22 0.03 -0.21
H 2.61774 2.32295 -1.69006 0.74 0.22 -0.18
```
Positions in Å, forces in eV/Å.

natural (NBO) atomic charge list, values in e, 2 entries:
1. Al 1.28
2. O -0.21

***

Number 1: F_max 0.775 eV Å⁻¹. Number 2: F_max 2.615 eV Å⁻¹. Number 3: F_max 2.419 eV Å⁻¹.